[1]
15
Properties=species:S:1:pos:R:3:mulliken_charge:R:1 method="wB97M-V/def2-TZVPD" gap_ev="8.96 / 6.44" total_charge=0 homo_energy_ev="-9.63 / -7.61" de_lowest_kj_mol=498.1 lumo_ev="-0.66 / -1.17"
C -1.7515 -0.7438 0.0188 0.428
C 1.7188 -0.7085 -0.6803 -1.073
C 0.7569 -0.5487 0.3442 -0.359
C -0.5621 0.0547 -0.0943 0.087
N -2.6521 -1.4796 0.0738 -0.441
N -0.5431 1.2140 -0.7113 -0.318
O -1.7285 0.8602 2.0836 -0.611
H 1.3162 -1.1328 -1.6838 0.298
H 2.6094 -1.3243 -0.3239 0.324
H 2.2758 0.2549 -0.9835 0.276
H 0.5643 -1.5789 0.7604 0.313
H 1.1816 -0.0202 1.2137 0.269
H -1.4919 1.6958 -0.7510 0.327
H 0.2781 1.8446 -0.7912 0.235
H -1.9720 1.6127 1.5249 0.246

---

[2]
85
Properties=species:S:1:pos:R:3:mulliken_spin:R:1 method="wB97M-V/def2-TZVPD" gap_ev="7.24 / 3.72" total_charge=+2 s_squared=0.768 homo_energy_ev="-12.40 / -12.40" de_lowest_kj_mol=0.0 lumo_ev="-5.16 / -8.68" multiplicity=2
Cu 0.0848 -0.0571 -0.1928 0.066
N 3.8270 1.4713 -0.1421 0.003
C 4.3879 0.2204 -0.1017 -0.004
C 5.7115 -0.1888 -0.0145 0.000
C 5.9387 -1.5475 0.0312 0.000
C 4.8803 -2.4612 -0.0221 0.000
C 3.5650 -2.0567 -0.1108 0.005
C 3.3032 -0.6872 -0.1423 0.008
N 2.1306 0.0375 -0.1976 0.005
C 2.4871 1.3153 -0.1861 -0.009
C 1.5223 2.3807 -0.1707 -0.003
C 1.7426 3.7295 -0.0669 0.002
S 0.2577 4.5725 -0.0210 0.000
C -0.5660 3.0755 -0.1378 0.000
N 0.2024 2.0375 -0.2126 -0.008
H 4.3411 2.3366 -0.1407 0.001
H 6.5178 0.5289 0.0181 0.000
H 6.9502 -1.9134 0.1099 0.000
H 5.1105 -3.5149 0.0077 0.000
H 2.7733 -2.7873 -0.1497 0.000
H 2.6713 4.2584 -0.0096 0.000
H -1.6364 3.0155 -0.1429 0.000
C -4.6841 0.6670 -1.7561 0.001
C -3.1659 0.7618 -1.7438 0.008
Ge -2.4191 -0.1340 -0.0782 0.010
C -3.3033 0.7190 1.5340 -0.003
C -2.9242 0.0566 2.8492 -0.010
C -3.0616 -1.9911 -0.0409 -0.005
C -2.2295 -3.0331 -0.1239 0.012
Ge -0.2621 -2.5696 -0.1607 -0.004
C 0.6256 -2.8870 -1.9883 0.006
C 1.1156 -4.2953 -2.2768 0.003
C 0.5635 -2.9672 1.6765 0.030
C 1.0357 -4.3839 1.9642 -0.001
C -2.5911 -4.4394 -0.1079 0.003
C -1.5693 -5.3906 -0.1167 0.001
C -1.8388 -6.7403 -0.0676 0.000
C -3.1558 -7.1740 -0.0305 0.000
C -4.1856 -6.2440 -0.0533 0.000
C -3.9138 -4.8918 -0.0864 0.001
H -5.0699 1.1480 -2.6550 0.001
H -5.1198 1.1714 -0.8955 0.000
H -5.0138 -0.3701 -1.7644 0.000
H -2.8535 1.8045 -1.7739 0.001
H -2.7504 0.2672 -2.6198 0.000
H -4.3812 0.6116 1.3876 0.002
H -3.0869 1.7873 1.5612 -0.001
H -3.2210 -0.9903 2.8440 0.000
H -3.4194 0.5431 3.6894 0.002
H -1.8468 0.0919 3.0112 0.016
H -4.1265 -2.1390 0.0928 0.002
H 1.4498 -2.1809 -2.0691 -0.006
H -0.1343 -2.6075 -2.7181 0.002
H 1.8006 -4.6575 -1.5142 0.000
H 1.6539 -4.2873 -3.2225 0.000
H 0.2930 -4.9971 -2.3750 0.000
H -0.2132 -2.6837 2.3899 -0.002
H 1.3918 -2.2703 1.7917 -0.011
H 0.2064 -5.0838 2.0237 0.000
H 1.5481 -4.4012 2.9251 0.000
H 1.7389 -4.7357 1.2129 0.001
H -0.5425 -5.0417 -0.1674 0.002
H -1.0290 -7.4528 -0.0692 0.000
H -3.3788 -8.2283 0.0119 0.000
H -5.2091 -6.5802 -0.0473 0.000
H -4.7265 -4.1851 -0.1023 0.000
C 1.3514 -1.8013 5.2445 0.002
N 0.7199 -0.5307 5.4728 0.048
C 0.4931 0.4246 4.5561 -0.031
Se 1.0239 0.4529 2.8001 0.667
N -0.1518 1.4504 5.1452 0.045
C -0.3326 1.1746 6.4774 0.057
C -0.8974 1.9045 7.5103 -0.013
C -0.8767 1.3222 8.7619 0.034
C -0.2954 0.0701 8.9817 0.036
C 0.2667 -0.6631 7.9558 -0.017
C 0.2331 -0.0971 6.6880 0.050
H 1.6781 -1.8531 4.2078 -0.002
H 0.6461 -2.6098 5.4429 0.002
H 2.2179 -1.9170 5.8956 0.002
H -0.4239 2.2982 4.6710 -0.004
H -1.3058 2.8876 7.3477 -0.001
H -1.3079 1.8508 9.5943 0.002
H -0.2767 -0.3251 9.9848 0.002
H 0.7188 -1.6239 8.1343 -0.002

---

[3]
80
Properties=species:S:1:pos:R:3:mulliken_charge:R:1 method="wB97M-V/def2-TZVPD" gap_ev=9.32 total_charge=0 homo_energy_ev=-8.86 de_lowest_kj_mol=2520.9 lumo_ev=0.46
C -0.3203 -2.4550 1.7766 -1.737
O 0.4543 -1.4606 2.4934 -0.151
C 1.6720 -2.0078 3.0540 -0.691
C 2.4361 -1.2919 4.1582 -0.748
O 1.6487 -0.9971 5.2651 -0.369
C 2.2485 -0.1941 6.1919 -0.888
H -0.4049 -3.3316 2.4190 0.379
H 0.1943 -2.5896 0.8252 0.448
H -1.2985 -2.0796 1.4759 -0.953
H 2.4602 -2.1642 2.3176 0.185
H 1.4391 -2.9947 3.4537 0.417
H 2.9304 -0.4002 3.7726 0.375
H 3.1486 -2.0780 4.4080 0.524
H 2.7184 0.7586 5.9473 0.313
H 2.9665 -0.7895 6.7558 0.381
H 1.4994 0.0022 6.9589 0.261
Cl -4.8389 -2.9609 1.1281 -0.135
C -4.0623 -1.3475 1.3583 -0.338
C -2.9714 -1.4093 2.3883 -0.491
Cl -2.3171 0.2617 2.8337 -0.214
H -4.8482 -0.6776 1.7070 0.616
H -3.7534 -0.9153 0.4065 -0.082
H -2.2302 -2.1145 2.0124 1.252
H -3.3378 -1.8780 3.3017 0.666
Cl 4.0701 2.6617 -1.0001 -0.168
C 2.2964 2.5498 -0.4906 2.324
C 1.4618 3.8111 -0.8675 -0.616
Cl -0.2030 3.6401 -0.3200 -0.127
H 2.2641 2.3955 0.5880 0.303
H 1.8625 1.6812 -0.9859 -2.537
H 1.3048 4.0304 -1.9236 0.306
H 1.8610 4.7456 -0.4731 0.532
Cl 1.9985 1.4498 1.8894 -0.060
C 0.5835 0.8836 2.7851 2.384
C -0.3402 2.0350 3.1673 -1.073
Cl -1.2758 2.4713 1.7078 -0.128
H 1.0808 0.5542 3.6974 -0.067
H 0.2234 -0.0343 2.3205 -0.752
H 0.2196 2.9481 3.3696 0.490
H -1.0836 1.7837 3.9238 0.628
Cl 0.3585 -2.2882 -2.9256 -0.126
C -0.6536 -1.3873 -4.0264 0.914
C 0.0366 -1.2152 -5.4497 -0.491
Cl 1.2085 0.0688 -5.3550 -0.099
H -0.9196 -0.4272 -3.5841 -0.725
H -1.5639 -1.9833 -4.0908 0.711
H -0.6997 -0.8067 -6.1418 0.258
H 0.4876 -2.1660 -5.7336 0.430
Cl -5.3773 -0.7814 -0.6344 -0.248
C -4.3922 -1.2193 -2.0648 0.078
C -4.0378 -0.0481 -2.9546 -0.199
Cl -2.9415 -0.6775 -4.2291 -0.178
H -4.9245 -2.0008 -2.6071 0.502
H -3.4419 -1.5641 -1.6572 -0.105
H -3.5115 0.8123 -2.5415 0.305
H -4.9019 0.4479 -3.3968 0.499
Cl -1.8637 1.0133 -1.9012 -0.392
C -0.4363 0.1635 -1.1805 1.279
C -0.5947 -0.4380 0.2417 0.290
Cl -1.7856 -1.7391 0.2059 -0.150
H 0.3640 0.8971 -1.2774 -1.437
H -0.1733 -0.6132 -1.8986 -1.029
H -0.9517 0.2725 0.9873 -0.248
H 0.2802 -0.8538 0.7416 -0.134
Cl 2.2457 1.5155 -3.1071 -0.172
C 0.4565 1.5103 -2.9877 -0.247
C -0.1257 2.2783 -4.1882 -0.924
Cl -1.8998 1.9436 -4.2413 -0.150
H 0.1530 1.9718 -2.0481 0.895
H 0.2229 0.4459 -3.0093 -0.226
H 0.3948 2.0027 -5.1053 0.497
H 0.0590 3.3471 -4.0799 0.439
Cl 3.4520 -1.3365 1.1595 -0.219
C 3.6274 0.1678 0.2683 0.732
C 3.3814 -0.1939 -1.2594 -0.902
Cl 1.6664 -0.6685 -1.5742 0.322
H 4.5633 0.6218 0.5942 0.573
H 2.7560 0.7072 0.6393 -1.638
H 4.0716 -0.9769 -1.5734 0.630
H 3.6535 0.7059 -1.8113 0.231

---

[4]
9
Properties=species:S:1:pos:R:3:mulliken_charge:R:1 method="wB97M-V/def2-TZVPD" gap_ev=9.93 total_charge=0 homo_energy_ev=-9.04 de_lowest_kj_mol=207.1 lumo_ev=0.90
C 0.3869 0.4576 -0.6069 -0.344
C -0.7470 -0.8331 0.3393 -0.299
O 1.5453 0.6039 0.0257 -0.495
F -0.9642 -0.3773 1.5753 -0.264
H 0.6343 0.0242 -1.6333 0.268
H -0.1996 1.4957 -0.6479 0.245
H -1.6227 -0.5862 -0.2667 0.241
H -0.4613 -1.8452 0.2196 0.309
H 1.4282 1.0604 0.9949 0.339

---

[5]
13
Properties=species:S:1:pos:R:3:mulliken_charge:R:1 method="wB97M-V/def2-TZVPD" gap_ev=10.64 total_charge=0 smiles="C[C@H]1COC=N1" homo_energy_ev=-9.62 de_lowest_kj_mol=96.9 lumo_ev=1.02
C 0.3138 1.5635 0.1293 -1.320
C -0.3381 0.3131 -0.4513 0.395
C 0.6382 -0.8770 -0.6035 -0.415
O 0.2407 -1.7884 0.4386 -0.376
C -0.9251 -1.2925 0.9124 0.055
N -1.3632 -0.1868 0.4813 -0.586
H -0.4411 2.3297 0.3286 0.345
H 1.0582 1.9774 -0.5602 0.344
H 0.8121 1.3216 1.0755 0.306
H -0.8135 0.5578 -1.4076 0.328
H 1.6868 -0.6084 -0.4437 0.252
H 0.5375 -1.3966 -1.5623 0.279
H -1.4064 -1.9133 1.6629 0.394

---

Here are the calculated max |F| numbers, same order: 0.12344 0.02808 0.25254 0.11968 0.00847 (hartree/bohr).